Entry 1:
A structure of composition C41H35N10O2STi at a distorted geometry, computed with ωB97M-V with the def2-TZVPD basis set.

Kohn-Sham gap (alpha / beta): 3.89 / 4.49 eV
Charge: -2
DFT total energy: -3529.1194 Eh
ΔE to the lowest compared entry with this formula, charge and spin: 33.2 kcal per mole
Spin multiplicity: 2
Lowest unoccupied orbital energy (alpha / beta): 0.15358 / 0.15359 Eh
Expectation value of S²: 0.786

CARTESIAN COORDINATES (ANGSTROEM)
Ti  0.543  -0.117  -0.203
S  0.550  3.500  -2.112
O  1.981  0.753  -0.963
O  -0.674  1.422  -0.289
N  4.920  2.908  1.420
N  -0.445  2.638  0.243
N  2.754  2.633  1.142
N  -5.970  -0.328  6.054
N  -1.739  -3.059  -1.015
N  2.793  -0.792  3.867
N  -0.941  -1.124  0.965
N  -4.439  -3.278  -1.654
N  -1.575  0.203  -4.371
N  1.609  -0.978  1.236
C  0.653  -1.361  -1.969
C  3.640  0.216  -2.465
C  -2.877  -0.875  3.090
C  -4.667  -0.152  6.320
C  -3.500  -3.971  -2.314
C  -3.899  -0.682  4.070
C  -2.572  0.125  -3.327
C  0.869  -0.697  2.404
C  -1.853  -0.739  -5.427
C  -0.922  2.797  1.504
C  5.550  1.515  -1.036
C  4.307  3.593  2.443
C  -4.018  -2.470  -0.702
C  1.904  -3.379  -2.588
C  -2.241  -1.600  0.845
C  -0.563  -0.766  2.246
C  -1.501  -0.635  3.294
C  3.250  0.868  -1.276
C  -0.210  0.161  -3.848
C  -3.178  -1.458  1.830
C  2.953  -1.192  1.479
C  0.112  3.643  -0.497
C  3.938  2.335  0.657
C  -6.230  -0.663  4.777
C  4.944  0.186  -2.915
C  2.971  3.414  2.243
C  5.933  0.844  -2.182
C  0.242  4.878  0.214
C  1.514  -0.581  3.650
C  4.240  1.546  -0.551
C  -2.158  -3.833  -2.010
C  -0.231  5.061  1.478
C  3.502  -1.132  2.714
C  1.441  -2.472  -1.647
C  0.881  -2.041  -4.277
C  -3.640  -0.297  5.416
C  -2.656  -2.358  -0.348
C  0.384  -1.144  -3.322
C  -5.286  -0.840  3.797
C  -0.852  3.989  2.152
C  1.619  -3.161  -3.932
H  -3.830  -4.624  -3.115
H  -2.703  -0.895  -2.961
H  -1.867  -1.788  -5.092
H  0.434  0.516  -4.661
H  1.685  -2.630  -0.598
H  3.561  -1.443  0.618
H  6.326  2.052  -0.506
H  -7.281  -0.789  4.527
H  0.707  5.679  -0.341
H  4.863  4.106  3.205
H  2.153  3.786  2.834
H  -1.350  1.901  1.926
H  -4.179  -1.816  1.642
H  6.967  0.847  -2.499
H  -5.625  -1.080  2.796
H  -2.627  -0.125  5.755
H  1.991  -3.833  -4.697
H  0.912  -0.342  4.521
H  -1.243  4.071  3.154
H  4.558  -1.327  2.842
H  0.719  -1.828  -5.329
H  -2.832  -0.515  -5.859
H  -3.541  0.453  -3.716
H  -1.151  -0.284  4.249
H  5.911  2.783  1.317
H  -0.118  6.022  1.965
H  2.856  -0.297  -2.997
H  -1.396  -4.360  -2.574
H  -2.297  0.767  -2.489
H  -4.431  0.133  7.343
H  5.190  -0.352  -3.822
H  -4.766  -1.871  -0.195
H  -0.153  0.910  -3.052
H  2.508  -4.226  -2.279
H  -1.107  -0.651  -6.220

Entry 2:
A structure of composition C41H36F5N4O2SSiV at a distorted geometry, computed with ωB97M-V with the def2-TZVPD basis set.

Kohn-Sham gap (alpha / beta): 6.97 / 7.00 eV
Charge: 0
DFT total energy: -4084.4616 Eh
Spin multiplicity: 3
Lowest unoccupied orbital energy (alpha / beta): -0.03404 / -0.03419 Eh
Expectation value of S²: 2.022

CARTESIAN COORDINATES (ANGSTROEM)
V  -1.339  -0.468  -1.144
S  -2.321  0.614  -2.943
Si  -1.427  -2.614  1.579
F  -2.497  -2.426  -3.259
F  -1.836  -2.609  -7.869
F  -2.331  -3.847  -5.508
F  -1.529  0.076  -7.941
F  -1.722  1.520  -5.702
O  0.484  -0.477  -1.046
O  5.129  4.019  -4.865
N  -1.221  1.292  -0.286
N  -1.569  0.003  2.704
N  2.298  4.483  0.814
N  3.120  5.189  0.202
C  -3.471  -6.631  2.884
C  2.500  -3.253  2.806
C  2.355  0.911  -0.396
C  -1.829  3.488  0.408
C  1.888  3.193  0.321
C  -1.473  -5.374  2.404
C  0.423  -2.937  1.577
C  1.138  -2.976  2.780
C  4.268  3.546  -5.891
C  -2.186  -2.526  -5.550
C  -1.781  -0.532  -6.783
C  -0.192  0.280  3.160
C  -2.542  0.987  3.173
C  -1.882  0.200  -5.617
C  -0.519  3.856  0.557
C  3.174  -3.511  1.617
C  -2.280  -1.772  -4.400
C  -4.240  -5.522  2.552
C  5.437  4.622  -2.634
C  3.584  4.841  -1.120
C  -1.984  -1.392  2.915
C  3.191  4.286  -3.435
C  -2.087  -6.556  2.806
C  4.947  4.921  -1.379
C  -2.524  1.202  4.687
C  -2.095  -2.000  -0.050
C  1.117  -3.232  0.401
C  2.712  4.551  -2.160
C  -1.077  1.462  5.176
C  0.096  1.652  -0.154
C  4.564  4.291  -3.666
C  1.021  0.646  -0.538
C  -3.622  -4.346  2.152
C  -2.228  -4.244  2.074
C  -2.146  2.193  -0.020
C  2.775  2.189  0.030
C  -1.935  -1.900  -6.753
C  0.500  2.923  0.268
C  2.477  -3.512  0.416
C  -2.142  -0.389  -4.385
C  -0.097  1.546  4.003
H  4.909  3.267  -6.721
H  -1.027  2.373  5.775
H  -3.169  -1.799  0.076
H  -2.939  0.322  5.181
H  -3.180  2.041  4.934
H  3.701  2.673  -5.559
H  -4.240  -3.490  1.887
H  -0.298  2.431  3.393
H  1.643  4.555  -1.982
H  3.032  -3.278  3.751
H  0.493  0.334  2.308
H  0.926  1.646  4.372
H  -1.482  -7.420  3.058
H  3.835  2.393  0.118
H  0.158  -0.550  3.781
H  4.237  -3.721  1.630
H  -2.630  4.184  0.619
H  -0.755  0.641  5.824
H  -0.251  4.849  0.897
H  2.995  -3.734  -0.510
H  -2.005  -2.829  -0.777
H  2.491  4.081  -4.234
H  -5.322  -5.576  2.605
H  -3.950  -7.550  3.200
H  5.620  5.197  -0.575
H  0.619  -2.805  3.718
H  -3.533  0.670  2.845
H  0.592  -3.248  -0.545
H  -3.174  1.885  -0.150
H  -3.079  -1.439  2.863
H  -0.390  -5.334  2.343
H  -2.343  1.942  2.680
H  3.082  0.144  -0.637
H  3.575  4.324  -6.219
H  6.499  4.648  -2.845
H  -1.716  -1.762  3.923

Entry 3:
A structure of composition C41H37F5N7O3Pd at a distorted geometry, computed with ωB97M-V with the def2-TZVPD basis set.

Kohn-Sham gap (alpha / beta): 6.88 / 5.52 eV
Charge: +1
DFT total energy: -2820.3753 Eh
ΔE to the lowest compared entry with this formula, charge and spin: 2.4 kcal per mole
Spin multiplicity: 3
Lowest unoccupied orbital energy (alpha / beta): -0.14379 / -0.19906 Eh
Expectation value of S²: 2.070

CARTESIAN COORDINATES (ANGSTROEM)
Pd  -1.110  0.303  0.437
F  0.030  4.985  -0.348
F  -0.951  -1.075  3.240
F  2.374  5.942  -0.885
F  1.451  3.791  4.072
F  3.850  4.758  3.497
O  2.465  0.708  -6.464
O  -2.929  -0.052  1.473
O  3.684  -0.200  -3.828
N  5.924  4.827  -0.775
N  0.844  0.684  -0.282
N  5.381  7.492  2.875
N  -0.776  -1.717  0.523
N  -1.648  3.592  4.460
N  -1.578  2.224  0.286
N  1.525  0.524  -4.308
C  1.826  -3.055  -1.725
C  -1.156  2.945  1.142
C  -0.651  3.711  2.093
C  -0.847  -2.070  -1.909
C  0.956  4.932  0.625
C  2.922  4.814  2.569
C  5.096  6.784  2.029
C  -1.202  3.709  3.391
C  1.206  -2.855  -2.950
C  1.607  0.000  -5.636
C  2.461  0.850  -2.095
C  -2.254  -2.934  3.645
C  -3.149  -2.820  -2.838
C  -0.106  -2.406  -3.056
C  2.661  0.373  -3.498
C  1.161  0.605  -1.592
C  -2.730  -4.186  3.264
C  1.745  -4.333  1.297
C  -4.694  0.391  3.015
C  3.187  5.418  1.356
C  -1.549  -2.159  2.785
C  3.201  -2.235  0.807
C  2.203  5.428  0.331
C  -1.956  -3.838  1.030
C  1.780  1.186  0.554
C  4.543  5.943  1.040
C  3.026  1.505  0.129
C  1.128  -2.726  -0.578
C  1.658  4.248  2.837
C  -2.607  -0.410  -2.594
C  -5.372  0.227  1.668
C  -1.377  -2.553  1.418
C  0.646  4.333  1.880
C  -4.222  -0.334  0.769
C  -0.178  -2.202  -0.701
C  -2.596  -4.593  1.974
C  -3.333  0.858  2.597
C  3.426  1.291  -1.221
C  5.333  5.468  0.030
C  -2.340  -1.784  -2.014
C  1.811  -2.876  0.753
H  1.981  -1.047  -5.483
H  1.208  -2.342  1.493
H  -2.325  0.344  -1.878
H  1.758  -3.171  -3.873
H  0.938  1.392  -4.212
H  -2.464  -2.551  4.623
H  3.206  -1.429  0.103
H  3.395  0.673  -6.233
H  -4.209  -2.621  -2.725
H  -3.188  -4.840  4.003
H  3.952  -2.950  0.548
H  2.117  -4.992  0.618
H  1.530  1.285  1.555
H  -2.895  -3.901  -2.564
H  -1.949  -0.313  -3.440
H  -5.196  1.188  3.588
H  -4.674  -0.531  3.636
H  -3.549  1.866  2.257
H  0.578  0.027  -6.023
H  0.391  0.158  -2.240
H  -3.070  -5.507  1.575
H  -2.755  -1.775  -1.052
H  -3.658  -0.227  -2.973
H  -2.993  -2.739  -3.898
H  4.430  1.410  -1.555
H  -5.693  1.146  1.180
H  2.399  -4.556  2.186
H  -4.240  0.193  -0.203
H  3.638  1.828  0.877
H  -0.453  -2.232  -4.055
H  -2.638  0.845  3.409
H  3.451  -1.901  1.787
H  2.809  -3.536  -1.675
H  0.685  -4.647  1.649
H  -1.801  -4.127  -0.015
H  -6.232  -0.453  1.698
H  -4.284  -1.408  0.718

Entry 4:
A structure of composition C41H37GeN6O4SbSe5Zr at a distorted geometry, computed with ωB97M-V with the def2-TZVPD basis set.

Kohn-Sham gap: 4.25 eV
Charge: -2
DFT total energy: -16585.6741 Eh
ΔE to the lowest compared entry with this formula, charge and spin: 25.7 kcal per mole
Spin multiplicity: 1
Lowest unoccupied orbital energy: 0.11875 Eh

CARTESIAN COORDINATES (ANGSTROEM)
Sb  -4.133  1.805  3.017
Zr  0.403  -0.230  0.139
Se  -3.376  1.699  5.298
Se  0.232  -1.197  -3.728
Se  -1.574  2.365  0.510
Se  -5.999  0.358  2.584
Se  -1.671  0.236  1.611
Ge  5.639  -0.481  0.557
O  3.163  -2.307  -1.495
O  1.350  1.055  1.523
O  3.251  0.240  2.371
O  1.992  -1.584  0.303
N  -1.927  0.517  -1.766
N  -1.404  1.193  -2.671
N  0.593  -1.736  2.674
N  -0.684  -2.217  -0.132
N  -0.908  -2.647  -3.712
N  0.313  -1.134  -1.877
C  4.334  -4.429  2.847
C  -5.487  -1.468  -2.727
C  0.656  2.311  -3.133
C  1.007  3.063  -0.487
C  9.909  -1.300  -1.449
C  -2.282  -3.917  -0.508
C  6.095  1.013  1.737
C  5.113  -2.099  1.509
C  7.087  0.874  2.705
C  -3.125  -0.158  -2.135
C  -4.732  -0.901  -3.751
C  -0.280  1.896  -2.185
C  -3.860  -0.744  -1.115
C  2.699  -1.433  -0.797
C  4.905  -2.090  2.888
C  5.825  3.323  2.411
C  1.930  3.449  -1.438
C  -1.602  -3.107  0.360
C  8.099  0.175  -0.868
C  2.086  0.572  2.496
C  4.525  -3.248  3.554
C  7.393  -0.872  -0.268
C  -5.055  -1.385  -1.413
C  9.341  -0.032  -1.455
C  7.983  -2.135  -0.266
C  -0.103  2.262  -0.825
C  -1.194  -2.922  -2.442
C  4.926  -3.292  0.811
C  7.439  1.939  3.528
C  1.344  0.344  3.792
C  4.602  0.134  -0.999
C  9.228  -2.350  -0.851
C  5.469  2.252  1.603
C  6.809  3.167  3.380
C  4.534  -4.449  1.473
C  -3.556  -0.235  -3.462
C  -2.104  -3.846  -1.906
C  1.753  3.067  -2.766
C  -0.505  -2.141  -1.438
C  3.069  0.033  -1.113
C  1.149  -1.168  3.923
H  -2.704  -4.456  -2.569
H  0.376  0.841  3.770
H  9.665  -3.342  -0.837
H  7.471  -2.967  0.204
H  8.205  1.809  4.285
H  -6.414  -1.979  -2.960
H  2.797  0.256  -2.146
H  2.609  0.772  -0.433
H  2.098  -1.645  4.177
H  -5.065  -0.982  -4.778
H  5.034  -3.316  -0.266
H  4.671  2.374  0.879
H  -3.508  -0.670  -0.096
H  5.321  4.276  2.297
H  -1.773  -3.111  1.427
H  4.012  -5.325  3.363
H  -3.008  -4.611  -0.101
H  2.475  3.365  -3.517
H  -0.212  -2.315  2.867
H  7.680  1.177  -0.870
H  2.781  4.054  -1.151
H  -2.950  0.208  -4.239
H  1.942  0.728  4.620
H  7.079  3.997  4.021
H  5.024  -0.434  -1.830
H  5.012  -1.166  3.442
H  7.600  -0.076  2.820
H  4.360  -5.356  0.908
H  4.361  -3.222  4.625
H  -5.643  -1.805  -0.607
H  0.451  -1.354  4.740
H  10.879  -1.466  -1.903
H  4.933  1.169  -1.137
H  1.271  -2.301  2.173
H  1.117  3.357  0.545
H  9.868  0.797  -1.913
H  0.490  2.008  -4.159

Entry 5:
A structure of composition C41H37NOP2PtS, computed with ωB97M-V with the def2-TZVPD basis set.

Kohn-Sham gap: 7.42 eV
Charge: +2
DFT total energy: -2914.3198 Eh
ΔE to the lowest compared entry with this formula, charge and spin: 0.9 kcal per mole
Spin multiplicity: 1
Lowest unoccupied orbital energy: -0.22403 Eh

CARTESIAN COORDINATES (ANGSTROEM)
Pt  -0.476  -0.718  0.221
S  2.020  -0.352  -1.045
P  -0.792  -2.018  -1.550
P  -0.993  1.326  -0.605
O  3.491  -0.510  -0.997
N  -0.168  0.000  2.150
C  1.727  1.399  -1.437
C  -4.699  -3.807  -3.044
C  2.450  -0.854  -3.695
C  -2.727  1.967  1.407
C  0.335  -1.727  -2.906
C  -3.436  -1.870  -2.382
C  1.853  -4.221  0.652
C  1.137  -0.141  5.307
C  0.228  0.868  4.590
C  -2.346  -2.692  -2.104
C  1.270  -3.615  -0.438
C  -2.189  1.384  -1.954
C  -3.259  2.742  2.424
C  -3.528  1.713  -1.755
C  0.985  -2.038  -5.202
C  -4.411  1.685  -2.827
C  2.843  2.061  -1.934
C  -2.431  -4.074  -2.294
C  0.502  2.050  -1.327
C  -0.011  0.379  3.218
C  -4.612  -2.435  -2.852
C  -3.965  1.325  -4.091
C  0.070  -2.231  -4.177
C  -1.737  1.042  -3.233
C  -0.044  -3.124  -0.338
C  2.725  3.366  -2.386
C  -0.122  -3.823  1.985
C  -1.582  2.395  0.723
C  -3.612  -4.627  -2.765
C  2.173  -1.361  -4.958
C  -1.477  4.333  2.140
C  1.521  -1.008  -2.680
C  1.489  4.000  -2.368
C  -2.637  3.932  2.784
C  -0.741  -3.220  0.886
C  -1.133  0.983  5.299
C  0.389  3.346  -1.842
C  -2.626  1.009  -4.295
C  1.160  -4.318  1.864
C  -0.942  3.569  1.111
C  0.907  2.242  4.489
H  -4.156  2.418  2.937
H  0.647  -1.109  5.414
H  -3.054  4.541  3.576
H  -0.663  -3.923  2.917
H  -5.448  1.955  -2.673
H  -0.574  3.845  -1.830
H  -0.961  1.331  6.317
H  2.079  -0.275  4.775
H  1.066  2.619  5.499
H  3.597  3.878  -2.772
H  -0.031  3.891  0.631
H  3.792  1.541  -1.958
H  -0.691  0.822  -3.405
H  1.811  -3.534  -1.372
H  2.854  -4.623  0.570
H  -3.888  2.007  -0.778
H  1.382  5.005  -2.754
H  -2.272  0.752  -5.285
H  1.357  0.244  6.302
H  -1.779  1.699  4.791
H  -1.587  -4.717  -2.074
H  -3.195  1.024  1.150
H  -4.656  1.308  -4.923
H  -0.982  5.250  2.434
H  -3.376  -0.803  -2.231
H  0.778  -2.432  -6.187
H  -3.683  -5.696  -2.911
H  -0.848  -2.776  -4.360
H  -1.638  0.018  5.347
H  3.388  -0.354  -3.492
H  -5.621  -4.241  -3.409
H  1.876  2.168  3.993
H  1.633  -4.801  2.709
H  -1.784  -2.925  0.944
H  2.893  -1.228  -5.755
H  0.281  2.951  3.947
H  -5.462  -1.800  -3.065